Entry 1:
{
  "formula": "C26H14N5S2Tm",
  "method": "the ωB97M-V functional and the def2-TZVPD basis",
  "multiplicity": 3,
  "gap_ha": [0.236, 0.237],
  "largest_force_ev_per_a": 2.915,
  "charge": 0,
  "energy_ha": -3154.66006,
  "symbols": ["Tm", "C", "C", "N", "C", "C", "C", "C", "C", "C", "C", "N", "C", "C", "C", "C", "C", "C", "C", "C", "N", "C", "H", "H", "H", "H", "H", "H", "H", "H", "H", "H", "H", "H", "S", "C", "C", "C", "C", "N", "C", "C", "C", "S", "C", "N", "H", "H"],
  "positions_angstrom": [[-0.87938, 0.83160, -1.07222], [-0.52411, 5.35517, -0.80275], [-0.61813, 4.03908, -1.26176], [-0.75506, 3.03390, -0.40183], [-0.54743, 3.22925, 0.94129], [-0.30573, 4.53610, 1.46843], [-0.33256, 5.60631, 0.53642], [-0.16361, 4.72109, 2.86291], [-0.44632, 3.64888, 3.70034], [-0.74201, 2.38695, 3.20517], [-0.62975, 2.12076, 1.83293], [-0.75240, 0.88661, 1.23350], [-0.57157, -0.34169, 1.83593], [-0.02998, -0.61082, 3.12326], [-0.10890, -1.88341, 3.68528], [-0.34354, -2.98135, 2.89521], [-0.52854, -2.79355, 1.51278], [-0.38838, -3.80680, 0.54346], [-0.71536, -3.54021, -0.78557], [-1.20363, -2.29815, -1.16356], [-1.25336, -1.27325, -0.29209], [-0.78836, -1.46395, 1.00614], [-0.50454, 6.14570, -1.57762], [-0.62798, 3.81293, -2.35061], [-0.20979, 6.60685, 0.92898], [0.06980, 5.72355, 3.27888], [-0.42029, 3.83305, 4.78718], [-0.96500, 1.53577, 3.83191], [0.38948, 0.19618, 3.69259], [-0.04300, -1.97085, 4.77291], [-0.28036, -3.99312, 3.29283], [0.06715, -4.75628, 0.81938], [-0.62029, -4.34751, -1.52224], [-1.54592, -2.10810, -2.19591], [-0.40878, 0.93022, -3.68693], [0.59212, -0.42900, -3.37716], [0.51915, -1.56459, -4.19215], [1.07596, -2.79940, -3.81454], [0.82872, -3.97767, -4.57359], [0.45631, -4.91822, -5.13455], [1.84758, -2.91818, -2.65397], [2.02746, -1.77894, -1.86160], [1.50312, -0.50844, -2.17066], [1.74818, 0.79402, -1.08256], [2.28172, -4.17542, -2.15729], [2.52327, -5.21934, -1.68718], [-0.08570, -1.56284, -5.11256], [2.40977, -1.95289, -0.85679]],
  "forces_ev_per_angstrom": [[1.5, 0.2, -0.3], [0.7, 0.9, -0.7], [-0.7, -0.4, 0.2], [0.7, 0.1, -0.1], [-0.2, 1.2, 0.2], [-0.2, -0.2, -0.5], [-0.1, -0.4, 0.0], [-0.2, 0.1, 0.6], [0.3, 1.4, 0.5], [0.6, -0.6, -1.1], [-0.7, -0.8, 0.5], [-0.3, 0.1, -0.5], [1.0, 0.8, 1.2], [-1.0, 0.7, -1.2], [-0.2, -0.4, 0.2], [0.5, -0.3, 0.2], [-0.1, 0.9, -0.7], [-0.2, 0.5, -0.9], [0.2, -1.4, 0.4], [-0.4, 0.8, 0.6], [0.8, -1.1, 0.3], [-0.8, -1.6, -0.5], [0.0, -0.4, 0.8], [-0.2, 0.1, 0.9], [0.0, 0.1, -0.2], [-0.2, -0.8, -0.4], [-0.1, -0.2, -0.6], [0.0, 0.4, 0.3], [-0.1, 0.1, 0.2], [0.5, -0.1, -0.4], [-0.1, 0.2, -0.1], [-0.4, 0.0, 0.0], [0.0, 0.5, 0.2], [0.2, -0.1, 0.6], [-0.8, 0.8, -0.3], [2.0, -1.1, 1.8], [-0.3, -0.7, 0.0], [0.6, 0.5, -0.2], [-1.0, -0.8, -0.8], [0.5, 0.6, 0.3], [-0.4, 1.4, 0.1], [-0.4, -0.2, 0.2], [-1.5, -1.3, -2.1], [-0.3, 0.5, 0.5], [0.3, -2.5, 1.1], [-0.3, 2.1, -1.0], [0.3, 0.2, 0.6], [0.4, 0.3, -0.3]]
}

Entry 2:
{
  "formula": "C26H15Cl48NO5P",
  "method": "the ωB97M-V functional and the def2-TZVPD basis",
  "gap_ha": 0.241,
  "largest_force_ev_per_a": 6.399,
  "charge": 1,
  "energy_ha": -23860.13784,
  "symbols": ["C", "C", "C", "N", "C", "C", "C", "O", "O", "C", "C", "C", "C", "C", "C", "C", "C", "P", "O", "O", "O", "H", "H", "H", "H", "H", "H", "H", "H", "H", "H", "H", "H", "H", "H", "H", "C", "Cl", "Cl", "Cl", "Cl", "C", "Cl", "Cl", "Cl", "Cl", "C", "Cl", "Cl", "Cl", "Cl", "C", "Cl", "Cl", "Cl", "Cl", "C", "Cl", "Cl", "Cl", "Cl", "C", "Cl", "Cl", "Cl", "Cl", "C", "Cl", "Cl", "Cl", "Cl", "C", "Cl", "Cl", "Cl", "Cl", "C", "Cl", "Cl", "Cl", "Cl", "C", "Cl", "Cl", "Cl", "Cl", "C", "Cl", "Cl", "Cl", "Cl", "C", "Cl", "Cl", "Cl", "Cl"],
  "positions_angstrom": [[1.82940, -0.48858, -1.85295], [0.82591, -0.62890, -0.76333], [-0.71040, -0.05623, -0.76458], [-0.99182, 1.44301, -0.65302], [-2.36510, 2.07622, -0.60173], [-3.73134, 1.11430, -0.66853], [-5.27382, 1.72648, -0.57036], [-5.79458, 1.96425, -1.92562], [-7.11124, 1.94699, -1.88539], [-3.51387, -0.52583, -0.83681], [-4.87642, -1.44633, -0.90548], [-5.61649, -1.98486, -2.26611], [-7.00645, -2.87772, -2.06465], [-7.67008, -3.25648, -0.60851], [-6.91229, -2.74041, 0.75978], [-5.55748, -1.83466, 0.57186], [-1.97107, -1.14750, -0.88825], [-1.69101, -3.05876, -1.07908], [-1.51902, -3.79818, 0.32801], [-2.98021, -3.82401, -2.03166], [-0.20422, -3.42789, -1.97593], [2.10124, 0.49090, -2.43315], [2.46860, -1.46105, -2.11863], [1.15302, -1.26246, 0.19277], [-0.14273, 2.06705, -0.59989], [-2.45382, 3.25543, -0.50949], [-5.93249, 0.95454, 0.04756], [-5.27349, 2.72202, 0.08321], [-7.38453, 1.78510, -2.84099], [-5.15256, -1.71713, -3.32116], [-7.55798, -3.26973, -3.02327], [-8.67001, -3.88076, -0.47957], [-7.29915, -2.98811, 1.84456], [-5.03206, -1.43325, 1.55869], [-2.96478, -3.43552, -2.97703], [0.18279, -4.26388, -1.56071], [4.93004, -2.72731, -0.12609], [5.67793, -4.08361, 0.75446], [3.23507, -3.12664, -0.50322], [4.98393, -1.26103, 0.88473], [5.82300, -2.43790, -1.64046], [9.43000, -0.97116, -0.44079], [9.64761, -0.97765, -2.20908], [9.22636, -2.64370, 0.13867], [10.86242, -0.24545, 0.33132], [7.98357, -0.01803, -0.02387], [-1.96997, 6.15702, 1.02011], [-1.23108, 4.81878, 1.93520], [-2.90694, 7.18916, 2.12979], [-0.69008, 7.12552, 0.24647], [-3.05197, 5.49483, -0.23098], [-3.16998, -2.94886, 4.28485], [-1.95367, -3.24995, 5.55142], [-3.50141, -1.20117, 4.18316], [-2.55142, -3.52817, 2.71754], [-4.67356, -3.81595, 4.68716], [11.52997, 4.19766, 0.40090], [9.98545, 5.06582, 0.58795], [11.22468, 2.44255, 0.36921], [12.30878, 4.69257, -1.12330], [12.60108, 4.58944, 1.76972], [1.93004, -0.96632, -5.70732], [3.53058, -1.74126, -5.81679], [0.88773, -1.90843, -4.61158], [2.11366, 0.68925, -5.07484], [1.18795, -0.90487, -7.32595], [1.33004, 5.70641, -3.29823], [2.93058, 4.93146, -3.40770], [0.28773, 4.76430, -2.20249], [1.51366, 7.36198, -2.66575], [0.58795, 5.76786, -4.91686], [2.23004, -1.47669, 4.20599], [3.83058, -2.25163, 4.09653], [1.18773, -2.41880, 5.30173], [2.41366, 0.17888, 4.83847], [1.48795, -1.41524, 2.58736], [-5.87003, -0.83332, 7.98366], [-6.91713, -1.55583, 9.23099], [-5.42446, 0.82231, 8.46840], [-4.39513, -1.81666, 7.80373], [-6.74329, -0.78288, 6.43146], [-0.76999, -0.51842, 8.87257], [-0.00304, -0.32592, 10.46912], [-0.93005, -2.25250, 8.49579], [-2.38398, 0.23605, 8.89405], [0.23703, 0.26849, 7.63115], [2.23001, -3.51842, -10.68673], [2.99696, -3.32592, -9.09018], [2.06995, -5.25250, -11.06351], [0.61602, -2.76395, -10.66525], [3.23703, -2.73151, -11.92816], [3.13001, 4.55190, 0.85504], [3.54787, 4.39798, 2.58013], [2.55649, 2.98093, 0.24042], [1.84450, 5.77039, 0.66164], [4.57109, 5.05814, -0.06227]],
  "forces_ev_per_angstrom": [[-1.8, -0.4, 2.4], [1.4, 0.4, -1.8], [-1.8, 0.3, 0.0], [-3.2, -2.6, -0.2], [-1.2, -4.0, -0.3], [3.7, -1.0, -0.3], [0.6, -0.2, 1.3], [6.1, -0.4, 1.3], [-5.4, -0.2, -1.0], [1.6, 1.7, 0.0], [-2.9, -2.0, 0.7], [-1.3, -0.6, 4.3], [1.4, 1.0, 2.7], [3.8, 2.4, 0.3], [1.9, 1.3, -4.4], [-1.5, -1.1, -2.1], [-0.8, 4.8, -0.1], [1.3, -4.9, 2.7], [-0.9, 3.1, -5.5], [3.1, 3.2, 0.1], [-2.6, 0.4, 1.7], [-1.5, -2.2, 0.7], [-1.0, 2.7, 1.3], [-1.4, 0.7, -2.8], [-1.2, -0.9, 0.0], [0.5, -2.8, -0.2], [1.3, 1.4, -1.7], [0.2, -1.9, -1.6], [0.6, 0.2, 1.7], [-1.3, -0.7, 2.4], [1.3, 0.9, 2.1], [2.4, 1.5, -0.6], [0.9, 0.6, -2.5], [-1.1, -1.0, -2.4], [0.0, -0.9, 2.0], [-1.0, 1.5, -0.4], [0.4, 0.0, 0.1], [-0.3, 0.4, -0.2], [0.3, -0.3, 0.3], [-0.2, -0.4, -0.3], [-0.3, -0.1, 0.3], [0.0, 0.0, 0.0], [-0.1, 0.0, 0.4], [0.0, 0.4, -0.1], [-0.4, -1.2, -0.2], [0.5, -0.1, -0.1], [0.2, 0.4, 0.4], [-0.2, 0.2, -0.2], [0.3, -0.4, -0.4], [-0.9, 0.1, 0.1], [0.1, 0.3, 0.1], [0.1, -0.4, -0.2], [-0.6, 0.1, -0.3], [0.1, -0.2, 0.0], [-0.3, 0.4, 0.7], [0.3, 0.2, -0.1], [0.2, 0.1, 0.0], [0.3, -0.2, 0.0], [0.1, 1.3, 0.0], [-0.2, -0.1, 0.4], [-0.3, -0.1, -0.3], [0.0, -0.1, -0.3], [-0.4, 0.2, 0.1], [0.2, 0.1, -0.2], [0.0, -0.2, -0.3], [0.2, 0.1, 0.6], [0.2, 0.2, -0.3], [-0.5, 0.2, 0.1], [0.0, 0.0, -0.3], [-0.1, -0.5, -0.2], [0.2, 0.0, 0.5], [0.1, -0.2, 0.4], [-0.5, 0.2, 0.0], [0.5, 0.4, -0.5], [0.0, -0.3, -0.2], [0.1, 0.0, 0.4], [0.1, -0.2, 0.1], [0.3, 0.2, -0.3], [-0.3, -0.3, -0.1], [-0.8, -0.1, -0.1], [0.2, 0.0, 0.3], [0.0, 0.2, 0.2], [-0.2, -0.1, -0.4], [0.1, 0.4, 0.2], [1.0, 0.1, 0.2], [-0.2, -0.2, 0.3], [0.1, -0.1, -0.1], [-0.1, -0.1, -0.4], [0.0, 0.5, 0.1], [0.3, -0.1, 0.0], [-0.3, -0.2, 0.3], [0.2, 0.5, 0.2], [-0.1, 0.0, -0.5], [0.1, 0.0, 0.1], [0.8, -0.6, 0.2], [-0.4, -0.2, 0.3]]
}